(1)
The following is a quantum chemistry calculation of a structure of composition C24H15Cl2F8N3O3PdSb in a non-equilibrium geometry, from the OMol25 dataset.

ΔE to the lowest compared entry with this formula, charge and spin ... 1.021 eV
Charge ... +2
E ... -92531.860 eV
F_max ... 2.201 eV Å⁻¹
LUMO energy (alpha / beta) ... -0.37948 / -0.37970 hartree
2S+1 ... 2
Kohn-Sham gap (alpha / beta) ... 3.897 / 3.893 eV

Geometry as XYZ:
```
57
Properties=species:S:1:pos:R:3:mulliken_charge:R:1
Pd -0.165 0.645 0.150 0.79
F -1.936 0.617 5.054 -0.30
C -0.877 0.641 4.259 0.06
C -1.086 0.518 2.885 -0.51
C 0.044 0.543 2.126 0.91
C 1.346 0.706 2.575 0.54
C 1.464 0.813 3.959 0.39
F 2.675 0.966 4.492 -0.30
C 0.379 0.781 4.813 -0.89
C 2.392 0.837 1.573 0.15
C 3.731 1.131 1.777 -0.89
C 4.552 1.305 0.676 -0.66
C 4.036 1.175 -0.607 -0.87
C 2.700 0.865 -0.742 -0.57
N 1.915 0.681 0.322 0.84
H -2.086 0.409 2.489 0.67
H 0.516 0.875 5.881 0.54
H 4.121 1.243 2.776 0.64
H 5.594 1.555 0.821 0.46
H 4.650 1.320 -1.483 0.48
H 2.234 0.749 -1.712 0.49
Cl -4.246 2.620 -5.493 0.01
C -3.132 1.864 -4.541 0.65
C -1.936 1.411 -5.105 -0.71
C -1.042 0.769 -4.298 0.46
Cl 0.416 0.229 -4.859 0.00
C -1.337 0.523 -2.817 0.08
O -0.532 -0.072 -2.153 -0.47
C -2.620 1.091 -2.288 0.98
C -3.044 0.968 -0.855 -0.42
O -2.441 0.351 -0.012 -0.30
C -3.454 1.717 -3.122 -0.69
H -1.729 1.579 -6.154 0.49
H -3.974 1.495 -0.603 0.49
H -4.387 2.139 -2.766 0.52
F -0.052 2.394 -1.603 -0.67
Sb -0.477 4.001 -0.526 2.33
F 0.790 4.943 -1.493 -0.50
F -1.884 4.211 -1.753 -0.56
F -1.645 2.770 0.387 -0.64
F -0.893 5.348 0.667 -0.49
F 0.837 3.244 0.610 -0.54
N 0.848 -6.586 0.577 -0.34
C -0.259 -5.860 0.313 0.22
O -1.329 -6.330 -0.001 -0.57
C -0.126 -4.354 0.403 0.92
C -1.292 -3.636 0.637 -0.97
C -1.243 -2.260 0.659 -0.64
N -0.109 -1.582 0.442 0.57
C 1.019 -2.264 0.230 -0.72
C 1.051 -3.648 0.208 -0.99
H 0.771 -7.590 0.546 0.25
H 1.693 -6.185 0.939 0.17
H -2.223 -4.163 0.791 0.52
H -2.132 -1.681 0.865 0.60
H 1.920 -1.691 0.073 0.55
H 1.992 -4.141 0.008 0.41
```



(2)
The following is a quantum chemistry calculation of the molecule C24H15F3N4O3 in a non-equilibrium geometry, from the OMol25 dataset.

ΔE to the lowest compared entry with this formula, charge and spin ... 18.390 eV
Charge ... 0
E ... -45365.951 eV
F_max ... 19.063 eV Å⁻¹
SMILES string ... Cc1ccc2nc(/C(C#N)=C\c3ccc(Oc4ccc(C(F)(F)F)cc4[N+](=O)[O-])cc3)[nH]c2c1
LUMO energy ... -0.05929 hartree
Kohn-Sham gap ... 6.248 eV

Geometry as XYZ:
```
49
Properties=species:S:1:pos:R:3:mulliken_charge:R:1
C -1.022 -1.095 -6.123 -1.14
C -0.792 -1.230 -4.627 0.96
C -0.679 -2.549 -4.023 -0.51
C -0.407 -2.725 -2.828 -0.01
N -0.385 -3.789 -2.135 -0.13
C 0.106 -3.399 -0.866 0.39
N 0.221 -2.095 -0.896 -0.34
C -0.307 -1.702 -1.953 0.29
C -0.399 -0.445 -2.491 -0.59
C -0.624 -0.205 -3.868 -2.04
H -0.648 0.591 -4.131 1.30
H -0.258 0.343 -1.817 0.83
C 0.215 -4.204 0.213 0.19
C 0.697 -3.955 1.703 -0.95
C 0.467 -2.604 2.159 0.90
C 1.770 -2.155 2.850 -0.91
C 1.696 -0.699 3.220 0.04
C 0.691 0.036 2.958 -0.15
C -0.527 -0.402 2.501 -1.35
C -0.366 -1.787 1.915 0.31
H -1.439 -2.179 1.370 0.14
H -1.158 0.066 2.169 1.34
O 0.756 1.299 3.575 -0.42
C 0.590 2.298 2.649 0.79
C 0.192 2.145 1.458 -0.25
C 0.126 3.388 0.518 -0.55
C -0.176 4.655 0.866 -0.25
C -0.124 4.685 2.563 -0.57
C 0.260 3.585 3.128 -0.06
N 0.235 3.908 4.609 0.83
O 0.705 3.006 5.457 -0.56
O -0.507 4.828 5.028 -0.53
H -0.296 5.689 2.908 0.55
C -0.497 5.757 0.000 0.93
F 0.400 5.804 -0.985 -0.21
F -0.341 6.866 0.931 -0.29
F -1.843 5.620 -0.383 -0.22
H 0.405 3.229 -0.643 0.21
H 0.637 1.246 0.850 0.32
H 2.623 -0.563 3.981 0.20
H 2.623 -2.649 3.098 0.52
H 1.219 -4.856 2.263 0.32
C 0.448 -5.726 -0.099 -0.38
N 0.460 -6.742 -0.486 -0.41
H -0.302 -4.969 -2.259 0.43
H -0.831 -3.353 -4.794 0.19
H -2.017 -0.470 -6.299 0.27
H -0.311 -0.380 -6.686 0.29
H -1.288 -2.115 -6.548 0.28
```



(3)
The following is a quantum chemistry calculation of a structure of composition C24H15N4O4PtS5, from the OMol25 dataset.

ΔE to the lowest compared entry with this formula, charge and spin ... 0.000 eV
Charge ... -1
E ... -96705.606 eV
F_max ... 0.737 eV Å⁻¹
LUMO energy (alpha / beta) ... 0.07211 / -0.00983 hartree
2S+1 ... 5
Kohn-Sham gap (alpha / beta) ... 6.876 / 5.099 eV

Geometry as XYZ:
```
53
Properties=species:S:1:pos:R:3:mulliken_charge:R:1
Pt -1.829 0.257 -1.072 2.06
C 6.478 2.416 -0.346 -1.42
C 4.976 2.481 -0.391 0.96
C 4.269 3.169 0.595 -0.70
C 2.890 3.245 0.561 -0.88
C 2.194 2.630 -0.473 0.35
C 2.873 1.936 -1.459 -0.04
C 4.260 1.867 -1.411 -0.98
S 0.418 2.744 -0.442 1.30
O 0.058 4.132 -0.595 -0.71
O -0.012 2.062 0.753 -0.67
N -0.028 1.837 -1.727 -0.10
C -0.419 2.513 -2.834 -1.02
C -2.278 2.817 -2.829 0.78
O -2.504 3.646 -3.658 -0.57
O -2.846 2.106 -2.013 -0.64
H 6.829 2.125 0.646 0.35
H 6.918 3.388 -0.577 0.30
H 6.862 1.695 -1.066 0.34
H 4.811 3.646 1.404 0.36
H 2.348 3.774 1.334 0.40
H 2.322 1.434 -2.243 0.39
H 4.789 1.315 -2.179 0.30
H -0.449 1.890 -3.728 0.44
H -0.090 3.540 -2.974 0.46
S -0.530 -1.098 -3.479 -0.38
C 0.200 -1.571 -2.032 0.26
N -0.188 -1.137 -0.850 -0.59
C 0.562 -1.616 0.204 -0.37
C 0.398 -1.278 1.545 -0.10
C 1.241 -1.855 2.477 -0.83
C 2.242 -2.748 2.089 -0.46
C 2.420 -3.076 0.756 -0.49
C 1.576 -2.502 -0.184 0.72
S 1.553 -2.683 -1.919 -0.31
H -0.363 -0.562 1.825 0.21
H 1.129 -1.602 3.523 0.39
H 2.890 -3.185 2.838 0.37
H 3.202 -3.761 0.454 0.38
S -2.958 0.451 0.982 -0.51
C -3.876 -0.986 1.042 0.57
C -4.533 -1.318 2.245 -0.79
C -5.295 -2.454 2.359 0.52
C -5.935 -2.759 3.603 -0.16
N -6.450 -2.992 4.604 -0.53
C -5.445 -3.317 1.237 0.52
C -4.832 -3.000 0.051 -0.72
C -4.040 -1.839 -0.086 0.23
S -3.349 -1.487 -1.604 -0.33
C -6.230 -4.510 1.336 -0.13
N -6.861 -5.468 1.416 -0.53
H -4.420 -0.660 3.096 0.49
H -4.945 -3.652 -0.805 0.51
```



(4)
The following is a quantum chemistry calculation of a structure of composition C24H16B2InN4O20 in a non-equilibrium geometry, from the OMol25 dataset.

Charge ... +1
E ... -78567.980 eV
F_max ... 6.648 eV Å⁻¹
LUMO energy ... -0.38285 hartree
Kohn-Sham gap ... 1.102 eV

Geometry as XYZ:
```
67
Properties=species:S:1:pos:R:3:mulliken_charge:R:1
In 17.665 -18.120 -7.988 1.00
O 11.381 -15.428 -17.563 -0.48
C 11.646 -15.586 -16.367 0.61
O 12.707 -15.134 -15.687 -0.41
B 12.519 -15.485 -14.293 0.81
O 11.419 -16.436 -14.174 -0.31
C 10.718 -16.409 -15.327 0.64
O 9.712 -17.041 -15.632 -0.44
O 12.359 -14.187 -13.531 -0.41
C 13.306 -14.082 -12.677 0.62
O 13.602 -13.242 -11.818 -0.56
C 14.313 -15.215 -12.948 0.72
O 13.833 -16.018 -13.833 -0.39
O 15.299 -15.476 -12.267 -0.60
O 14.337 -20.792 -11.892 -0.57
C 13.549 -21.647 -12.347 0.57
O 12.283 -21.844 -11.983 -0.47
B 11.667 -22.825 -12.873 0.80
O 12.823 -23.296 -13.731 -0.39
C 13.906 -22.561 -13.481 0.73
O 14.986 -22.669 -14.083 -0.49
O 11.043 -23.819 -12.030 -0.30
C 9.654 -23.398 -12.073 0.53
O 8.683 -23.697 -11.317 -0.45
C 9.491 -22.412 -13.253 0.68
O 10.703 -22.143 -13.738 -0.36
O 8.465 -21.777 -13.581 -0.46
C 17.952 -10.261 -12.734 -0.65
C 18.207 -10.012 -11.355 0.31
N 18.348 -9.859 -10.185 -0.40
H 16.873 -10.403 -12.667 0.21
H 18.428 -11.164 -13.115 0.26
H 18.143 -9.377 -13.342 0.26
C 7.394 -11.754 -16.271 -0.60
C 6.624 -12.985 -16.584 0.25
N 6.007 -13.924 -16.815 -0.35
H 6.925 -11.358 -15.370 0.25
H 7.341 -11.156 -17.180 0.25
H 8.402 -12.041 -15.970 0.21
C 11.139 -17.686 -24.021 -0.56
C 11.252 -17.191 -25.292 -0.28
C 10.421 -17.609 -26.287 -0.25
C 9.484 -18.692 -26.069 0.24
C 9.515 -19.336 -24.800 -0.56
C 10.321 -18.725 -23.825 -0.09
N 8.511 -18.953 -27.228 0.98
O 7.612 -19.726 -27.076 -0.58
O 8.732 -18.435 -28.260 -0.57
H 11.619 -17.328 -23.122 0.39
H 11.962 -16.449 -25.627 0.36
H 10.426 -17.080 -27.229 0.41
H 8.868 -20.165 -24.553 0.43
H 10.156 -19.082 -22.819 0.33
C 10.247 -10.422 -6.993 -0.44
C 9.357 -9.571 -6.345 -0.51
C 9.084 -9.870 -4.993 -0.14
C 9.715 -10.830 -4.286 0.06
C 10.700 -11.546 -4.927 -0.12
C 10.979 -11.297 -6.275 -0.36
N 9.357 -11.029 -2.833 0.85
O 10.183 -11.570 -2.114 -0.52
O 8.216 -10.677 -2.429 -0.52
H 10.448 -10.235 -8.038 0.36
H 8.789 -8.817 -6.870 0.37
H 8.409 -9.146 -4.562 0.36
H 11.468 -12.068 -4.376 0.37
H 11.799 -11.846 -6.713 0.36
```



Number 3 is which compound? C24H15N4O4PtS5